A molecular structure, C36H43Br2CrF3N4O3S2Si4Te at a distorted geometry, computed with ωB97M-V/def2-TZVPD.

Output
⟨S²⟩ = 6.077
E_LUMO (alpha / beta) = 0.13839 / 0.13837 Ha
HOMO (alpha / beta) = 0.28 / -1.96 eV
Energy above the lowest of the compared OMol25 structures with the same formula, charge and spin = 1.3656 eV

Structure (ORCA input):
```
! wB97M-V def2-TZVPD RIJCOSX def2/J DEFGRID3
* xyz -2 5
Cr -1.80 0.76 -0.27
Br -4.59 1.79 3.88
C -4.52 2.69 2.19
C -5.45 3.68 1.94
C -5.45 4.32 0.71
Br -6.77 5.67 0.41
C -4.54 3.99 -0.31
C -4.46 4.59 -1.59
C -3.46 4.14 -2.47
C -2.62 3.13 -2.11
N -2.70 2.50 -0.91
C -3.62 2.95 -0.01
C -3.56 2.30 1.25
O -2.63 1.40 1.46
H -6.18 3.95 2.69
H -5.15 5.36 -1.87
H -3.34 4.60 -3.45
H -1.85 2.77 -2.78
C 3.98 3.17 4.09
Si 2.60 3.48 2.79
C 3.48 4.42 1.38
C 1.44 4.75 3.64
Si 1.58 1.49 2.03
Te 0.40 2.01 -0.13
Si 0.29 0.60 3.80
C 1.49 -0.01 5.17
C -0.85 -0.84 3.33
C -0.86 1.86 4.64
Si 3.31 -0.10 1.65
C 2.60 -1.85 1.89
C 4.88 -0.09 2.75
C 3.99 0.09 -0.13
H 4.33 4.09 4.54
H 4.83 2.66 3.64
H 3.61 2.52 4.90
H 3.94 5.35 1.71
H 2.76 4.65 0.60
H 4.25 3.80 0.94
H 1.93 5.72 3.79
H 1.11 4.39 4.61
H 0.56 4.91 3.03
H 2.06 -0.88 4.84
H 0.96 -0.28 6.08
H 2.21 0.77 5.42
H -0.30 -1.71 2.95
H -1.51 -0.50 2.53
H -1.48 -1.17 4.16
H -0.34 2.79 4.89
H -1.30 1.46 5.55
H -1.67 2.10 3.96
H 2.59 -2.12 2.94
H 3.15 -2.61 1.35
H 1.57 -1.88 1.54
H 4.62 -0.02 3.81
H 5.54 0.74 2.52
H 5.45 -1.01 2.62
H 3.17 0.34 -0.80
H 4.48 -0.81 -0.50
H 4.70 0.91 -0.18
N 0.54 -4.90 -5.71
C 0.02 -3.69 -5.26
C -1.30 -3.33 -5.55
C -1.79 -2.10 -5.15
C -0.97 -1.24 -4.44
C 0.33 -1.58 -4.13
C 0.83 -2.79 -4.57
S -1.57 0.34 -3.90
O -0.44 1.24 -3.87
O -2.68 0.70 -4.75
N -2.06 0.16 -2.36
C -3.27 -0.32 -2.08
S -4.38 -1.15 -3.15
C -5.40 -1.48 -1.78
C -4.87 -0.93 -0.66
N -3.69 -0.28 -0.83
H -0.14 -5.63 -5.83
H 1.35 -5.22 -5.20
H -1.93 -4.01 -6.10
H -2.79 -1.80 -5.40
H 0.95 -0.89 -3.57
H 1.86 -3.06 -4.37
H -6.31 -2.04 -1.88
H -5.30 -0.97 0.33
F 3.87 -5.60 -3.60
C 3.15 -6.06 -2.54
F 4.08 -6.50 -1.65
F 2.53 -7.18 -2.98
C 2.22 -5.04 -2.00
C 0.89 -5.33 -1.72
C 0.05 -4.35 -1.25
C 0.51 -3.04 -1.05
C 1.86 -2.76 -1.34
C 2.70 -3.74 -1.80
C -0.30 -1.99 -0.58
C -0.93 -1.02 -0.16
H 0.52 -6.34 -1.89
H -0.99 -4.57 -1.04
H 2.23 -1.75 -1.21
H 3.74 -3.52 -2.02
*
```

***

5 unconnected molecules or ions with the total composition C20H25F9N2O6 at a distorted geometry, computed with ωB97M-V/def2-TZVPD.

Output
Structure (SMILES) = CCOC(=O)C(F)(F)F.CCOC(=O)C(F)(F)F.CCOC(=O)C(F)(F)F.c1cc[nH]c1.c1cc[nH]c1
E_LUMO = 0.01087 Ha
HOMO = -7.87 eV

Structure (ORCA input):
```
! wB97M-V def2-TZVPD RIJCOSX def2/J DEFGRID3
* xyz 0 1
C 4.90 3.06 10.40
C 5.09 4.22 9.45
O 3.89 4.89 9.13
C 3.46 4.80 7.79
O 4.16 4.26 6.87
C 2.06 5.35 7.53
F 1.19 4.36 7.63
F 1.70 6.11 8.56
F 1.93 5.90 6.28
H 5.80 2.89 10.99
H 4.74 2.13 9.85
H 4.00 3.02 11.02
H 5.57 3.87 8.54
H 5.82 4.95 9.79
C 8.47 -8.57 -3.77
C 8.62 -7.04 -4.07
O 7.42 -6.22 -3.80
C 6.53 -5.96 -4.72
O 6.52 -6.49 -5.80
C 5.40 -5.03 -4.22
F 4.21 -5.46 -4.47
F 5.39 -4.86 -2.84
F 5.52 -3.89 -4.92
H 8.08 -8.62 -2.75
H 9.41 -9.08 -3.98
H 7.70 -9.11 -4.32
H 9.15 -6.76 -4.98
H 9.42 -6.74 -3.39
C -4.90 -0.92 -5.75
C -6.38 -0.99 -5.40
O -7.26 -0.32 -6.34
C -7.57 1.02 -6.34
O -7.25 1.73 -5.38
C -8.47 1.52 -7.55
F -8.03 2.67 -8.06
F -8.52 0.62 -8.59
F -9.75 1.77 -7.04
H -4.35 -1.41 -4.94
H -4.69 0.15 -5.76
H -4.55 -1.33 -6.69
H -6.55 -0.62 -4.39
H -6.66 -2.04 -5.30
C -6.04 0.17 2.41
C -7.12 1.05 2.23
C -7.68 1.18 3.53
N -6.98 0.43 4.39
C -5.88 -0.12 3.77
H -5.47 -0.16 1.56
H -7.51 1.47 1.31
H -8.57 1.72 3.83
H -7.23 0.28 5.36
H -5.20 -0.68 4.39
C 0.38 2.60 -2.30
C -0.58 2.62 -1.22
C 0.23 2.79 0.00
N 1.55 2.77 -0.34
C 1.63 2.59 -1.73
H 0.13 2.57 -3.35
H -1.65 2.68 -1.28
H -0.13 2.95 1.01
H 2.29 2.81 0.34
H 2.60 2.45 -2.19
*
```